1.
Formula: C3H8N2
Source: OMol25
Level of theory: the ωB97M-V functional and the def2-TZVPD basis

Last column: Löwdin charge in e.
Cartesian coordinates (Å):
C  0.0529  -2.2201  1.4214  -0.04
H  -0.0811  -2.4392  2.5130  0.06
C  -1.0293  1.8260  -1.3200  -0.15
H  1.7937  -0.0134  -0.1851  0.10
N  0.9301  -0.6019  -0.2295  -0.01
H  -1.5073  1.8296  -2.3598  0.07
H  1.1094  -1.4521  -0.7854  0.09
C  0.5588  -1.0400  1.0902  -0.29
H  -0.7970  3.7002  -1.2229  0.01
H  0.8426  -0.3201  1.8531  0.10
N  -0.6484  2.8743  -0.6628  0.00
H  -0.3425  -2.9617  0.7804  0.03
H  -0.8819  0.8184  -0.8925  0.02

## Properties
multiplicity: 1
SMILES: C=CN.C=N
ΔE to the lowest compared entry with this formula, charge and spin: 2.753 eV
HOMO level: -8.7 eV
F_max: 2.4 eV/A
Kohn-Sham gap: 9.8 eV

2.
Formula: C33H34BF4FeN8SbSe5
Source: OMol25
Level of theory: the ωB97M-V functional and the def2-TZVPD basis

Last column: Mulliken spin population.
Cartesian coordinates (Å):
N  0.8599  -1.3917  1.4476  0.03
H  -0.8725  -3.2916  0.6373  0.00
Se  1.7904  4.7125  0.2347  0.17
C  3.1123  -3.8545  -1.6745  0.00
C  3.4558  -1.3718  -1.0676  0.00
N  2.6375  -1.3095  0.1121  0.01
C  0.5252  1.5484  -5.4078  0.20
C  0.9833  1.6278  2.9529  0.20
N  -0.7851  1.6260  -5.7315  0.08
H  -4.0371  1.6232  -3.1513  0.03
H  1.4235  -3.6228  -0.3357  0.00
N  -0.2858  1.6652  3.4247  0.07
H  1.7737  1.5900  3.6847  0.01
C  -5.6017  1.7263  -0.9655  -0.06
N  -8.4064  1.4814  -1.0601  0.00
C  -1.0130  1.7214  1.1462  0.17
C  -7.7242  2.0616  -2.0409  0.00
H  2.2874  1.6544  1.2417  0.03
H  2.4816  -3.5059  -2.4948  0.00
C  -1.6202  1.7189  -4.7245  0.01
H  -2.0054  -3.1039  1.9743  0.00
C  1.2689  -1.2643  0.1410  0.02
Fe  0.3605  1.7459  -1.2205  0.84
C  -6.3549  2.2187  -2.0408  0.02
B  3.6545  2.0575  -1.6234  0.00
C  -1.2216  1.7081  -3.3845  0.15
N  -1.4156  1.7347  -1.1078  0.18
H  2.0303  1.6135  -3.8709  0.02
C  4.0925  -2.7470  -1.2860  0.00
F  4.3652  2.0313  -0.4602  0.00
H  4.8244  -2.6307  -2.0893  0.00
C  4.5147  -1.4266  3.2958  0.00
C  -0.9504  -3.0398  1.6982  0.01
H  -8.3213  2.4160  -2.8734  0.00
C  -2.0889  1.7277  -2.2561  -0.04
H  0.1200  -4.6886  4.5710  0.00
C  1.9747  -1.4549  2.2454  0.00
C  1.2661  1.6499  1.6084  -0.08
H  1.2622  -1.5245  4.2796  0.00
H  1.2122  1.4550  -6.2353  0.02
H  -0.5846  -1.2665  2.9129  -0.01
C  -0.1372  -4.0404  2.5226  0.00
H  3.5499  -1.5136  5.2000  0.00
C  0.9743  1.6048  -4.1107  -0.07
C  4.3842  -1.3783  1.9135  0.00
C  -1.9895  1.7457  0.1102  -0.03
H  -2.2535  1.8191  2.8932  0.00
Se  -1.2346  7.2621  1.1699  0.29
H  -1.5662  -4.4591  4.0839  0.00
C  -0.4987  -1.5843  1.8715  -0.01
H  -5.8700  2.7278  -2.8590  0.00
C  2.1165  -1.5086  3.6227  0.00
C  -6.3303  1.1522  0.0847  0.02
N  0.1227  1.6772  -3.0819  0.22
Se  0.3961  3.8075  -1.1980  0.33
Sb  0.1766  6.5651  -0.6887  0.21
H  0.9253  -3.7971  2.4536  0.00
C  -4.1450  1.7597  -0.9882  -0.12
H  -5.8294  0.7570  0.9560  0.00
H  1.7741  -5.2871  -0.7605  0.00
H  2.8366  -1.1100  -1.9318  0.00
C  3.4104  -1.4931  4.1292  0.00
H  -1.1496  -0.9441  1.2625  0.01
H  -0.5422  -3.0628  4.4102  0.00
C  -3.3918  1.7768  0.1933  0.25
F  3.3871  3.3059  -2.0892  0.00
Se  1.4897  8.4846  -1.4446  0.36
H  -8.2879  0.6069  0.7781  0.00
H  4.6307  -3.0462  -0.3821  0.00
H  3.6964  -4.7054  -2.0377  0.00
H  5.5028  -1.3995  3.7299  0.00
H  -0.2662  -5.0405  2.0986  0.00
F  4.2257  1.2550  -2.5775  0.00
F  2.3059  1.4544  -1.3079  -0.02
C  -0.5574  -4.0642  3.9873  0.00
H  4.2464  -0.6211  -0.9844  0.00
H  -2.6715  1.8071  -4.9664  0.00
C  -3.4910  1.7206  -2.2287  0.26
C  -7.7031  1.0588  -0.0167  0.00
C  -1.2379  1.7409  2.5279  -0.01
N  0.3001  1.6628  0.6889  0.17
C  3.0971  -1.3924  1.3986  -0.01
H  2.8089  -4.4381  0.3923  0.00
C  2.2287  -4.3273  -0.5233  -0.01
H  -3.8633  1.8478  1.1583  0.04
H  5.2458  -1.2958  1.2729  0.00
Se  0.1995  -0.7077  -1.2351  0.01

## Properties
multiplicity: 5
ΔE to the lowest compared entry with this formula, charge and spin: 3.391 eV
<S²>: 6.115
HOMO level (spin up / spin down): -0.7 / -1.9 eV
net charge: -2
F_max: 3.8 eV/A
Kohn-Sham gap (spin up / spin down): 4.3 / 5.4 eV

3.
Formula: C5H10O
Source: OMol25
Level of theory: the ωB97M-V functional and the def2-TZVPD basis

Last column: Löwdin charge in e.
Cartesian coordinates (Å):
C  1.1206  0.5778  0.3192  -0.14
H  0.0607  -1.9122  -1.8580  0.11
C  0.3779  -0.9294  -1.5187  -0.09
H  0.6695  -1.6940  0.5859  0.13
H  0.0713  1.8665  -1.2346  0.10
H  -0.7493  1.7554  0.3384  0.10
H  -1.6744  -0.4991  -0.6767  0.13
H  1.1084  0.7552  1.3973  0.10
O  -1.3395  -0.2318  2.3971  -0.05
H  -0.9885  -0.6920  1.6233  0.00
H  2.1059  0.8369  -0.0831  0.10
C  -0.1182  1.2159  -0.3736  -0.14
C  -0.6339  -0.1848  -0.7071  -0.25
C  0.5935  -0.8104  -0.0435  -0.25
H  -1.8917  0.4600  2.0152  0.04
H  1.0250  -0.3963  -2.2149  0.11

## Properties
multiplicity: 1
SMILES: C1C[C@H]2C[C@@H]12.O
ΔE to the lowest compared entry with this formula, charge and spin: 1.816 eV
HOMO level: -10.0 eV
F_max: 0.3 eV/A
Kohn-Sham gap: 11.0 eV

4.
Formula: C14H44AlN6O3P4S
Source: OMol25
Level of theory: the ωB97M-V functional and the def2-TZVPD basis

Last column: Löwdin charge in e.
Cartesian coordinates (Å):
H  -1.3696  -2.0763  -0.4049  -0.09
H  -2.7185  -0.5650  -4.1990  0.07
H  5.5782  -2.4759  1.1683  0.08
C  -0.0760  -3.2370  1.9638  -0.31
H  6.4479  0.4442  2.9371  0.07
H  -1.2860  0.6532  3.0470  -0.10
H  1.1639  -3.6701  0.2701  0.03
H  -4.4704  -2.9210  0.9281  -0.07
H  3.9725  -1.7180  1.1340  0.09
C  -3.4836  2.6159  -7.7286  -0.15
H  2.0590  -2.7672  4.0356  0.05
S  -2.3510  1.5758  0.6061  -0.17
H  4.6490  2.4399  4.9698  0.08
H  -4.1907  -2.0382  2.9167  -0.07
H  4.6381  -3.6442  6.2897  0.08
H  5.6786  -2.2576  6.0813  0.04
H  6.3278  -0.4455  5.8722  0.07
N  4.7291  0.3662  4.7685  -0.31
H  -3.3097  0.0256  -2.6359  0.07
H  -5.3308  1.7261  -2.7303  0.09
C  5.8528  -0.0970  2.2082  -0.12
H  -6.1669  1.8094  -4.2829  0.04
C  0.5341  -4.0641  1.0721  -0.15
H  4.3008  -3.0727  2.2211  0.06
H  -2.4210  2.8042  -7.6010  0.07
C  -2.9253  4.5337  -4.7159  -0.12
N  -4.2899  0.8289  -4.3637  -0.29
H  2.5309  -3.7775  5.4094  0.09
H  -4.2746  -1.1194  -3.5782  0.08
C  -2.3687  2.9667  -2.9757  -0.12
P  -1.1584  0.3498  1.6740  0.12
H  3.1800  1.6205  5.5492  0.09
H  -2.6577  2.0468  -2.4696  0.03
C  5.0307  -2.9417  5.5511  -0.13
C  5.4372  0.1664  6.0180  -0.14
H  -5.9136  1.4275  -6.6964  0.09
C  -5.5164  1.1991  -3.6737  -0.12
C  4.7287  -2.1736  1.7807  -0.11
H  -1.3184  2.8773  -3.2713  0.09
H  -6.0638  0.2830  -3.4418  0.08
Al  -1.4273  -2.0067  1.1903  0.08
H  4.8165  -0.2814  6.8042  0.08
H  -5.9143  2.9912  -7.5304  0.07
O  -3.3436  -4.2818  2.5491  -0.62
C  3.9626  1.6092  4.7819  -0.14
N  3.9061  -2.2718  4.9242  -0.29
H  -2.4590  3.7682  -2.2440  0.08
H  0.3772  -5.1510  1.0608  0.04
H  -3.7304  4.8792  -5.3579  0.07
C  -3.6060  -0.2591  -3.6509  -0.11
P  -3.5213  -2.8870  1.9884  0.48
C  -5.6057  2.4779  -6.6166  -0.14
P  -3.3004  1.9151  -5.1585  0.54
H  3.4821  1.7799  3.8223  0.07
N  -4.1754  2.6494  -6.4455  -0.31
P  3.9590  -0.9171  3.9336  0.55
H  -3.5890  1.6557  -8.2490  0.08
C  2.8975  -3.2605  4.5196  -0.12
H  -1.9942  4.5185  -5.2940  0.08
N  -3.2622  3.2300  -4.1251  -0.29
H  5.6432  -3.5123  4.8392  0.08
H  5.1496  0.5990  1.7393  0.09
H  -6.1591  2.9513  -5.8077  0.06
H  6.5227  -0.4780  1.4362  0.08
O  -2.1949  1.1907  -5.8096  -0.29
H  3.2962  -4.0112  3.8273  0.07
H  5.7924  1.1340  6.3792  0.08
O  2.5627  -0.4852  3.7585  -0.28
H  -3.8926  3.4043  -8.3682  0.07
H  0.1870  0.6809  1.4124  -0.10
N  5.1921  -1.2510  2.8423  -0.29
H  -2.8085  5.2489  -3.9009  0.08
H  0.0587  -3.3276  3.0463  0.02

## Properties
multiplicity: 1
ΔE to the lowest compared entry with this formula, charge and spin: 0.000 eV
HOMO level: -4.3 eV
net charge: -1
F_max: 3.4 eV/A
Kohn-Sham gap: 6.6 eV